Entry 1:
The following is a quantum chemistry calculation of 2 unconnected molecules or ions with the total composition C2H4S2, from the Open Molecules 2025 dataset.

Structure (XYZ):
```
8
Properties=species:S:1:pos:R:3:forces:R:3
C 0.175291 1.229764 1.396146 -1.74 0.77 -0.53
C 0.276935 -0.804943 -0.659115 2.77 -1.42 1.18
S 1.067663 1.893942 2.483817 0.32 -0.17 0.43
S -1.395010 1.487737 0.697376 -0.30 -0.44 0.30
H 1.199868 -0.254105 -0.734441 0.24 -0.05 -0.15
H 0.410517 -1.848871 -0.265308 -0.88 1.34 -0.54
H -0.543214 -0.260481 -0.967770 -1.90 0.15 -0.55
H -2.336673 2.133466 1.536625 1.48 -0.18 -0.15
```
Forces are in eV/Å.

energy relative to the best compared isomer or geometry (same formula, charge and spin)	97.46	kcal per mole
HOMO (alpha / beta)	-0.3149 / -0.3005	Eh
multiplicity	1
HOMO-LUMO gap (alpha / beta)	7.502 / 7.862	eV
net charge	0

Quick look at the natural (NBO) charges, all values in e: -0.42, -0.50, 0.20, 0.06, 0.17, 0.19, 0.17, 0.13

Entry 2:
The following is a quantum chemistry calculation of C2H4S2 in the gas phase, from the Open Molecules 2025 dataset.

Structure (XYZ):
```
8
Properties=species:S:1:pos:R:3:forces:R:3
C -0.551593 0.273345 0.865908 -1.12 2.52 4.70
C 0.686672 -0.212428 -1.050311 1.31 -1.50 -2.81
H -1.263248 -0.413766 0.607678 -1.53 -2.05 -1.13
H -1.183265 0.852531 1.669399 1.68 -0.54 -1.29
H 0.312389 -0.215381 1.326757 -0.42 0.33 0.24
H 0.452426 -1.184471 -0.482277 0.41 1.71 -0.78
S -0.035094 1.242265 -0.492269 0.44 -0.57 -0.34
S 1.581713 -0.342094 -2.444884 -0.76 0.12 1.42
```
Forces are in eV/Å.

energy relative to the best compared isomer or geometry (same formula, charge and spin)	25.01	kcal per mole
HOMO	-0.3203	Eh
multiplicity	1
HOMO-LUMO gap	8.348	eV
net charge	0

Quick look at the natural (NBO) charges, all values in e: -0.77, -0.52, 0.21, 0.23, 0.23, 0.22, 0.39, 0.01

Entry 3:
The following is a quantum chemistry calculation of C2H4S4 in the gas phase, from the Open Molecules 2025 dataset.

Structure (XYZ):
```
10
Properties=species:S:1:pos:R:3:forces:R:3
C 0.645710 0.085507 -0.094270 -1.83 -0.02 -0.05
C -0.731653 0.137979 -0.164026 3.12 -2.18 0.52
S 1.765581 1.387036 0.271563 0.68 -0.51 0.62
S 1.469080 -1.493624 -0.106818 -1.51 -0.30 0.27
S -1.437888 -1.502962 -0.062976 -0.31 0.49 -0.07
S -1.729141 1.493166 0.069472 -0.53 0.97 -0.04
H 1.232549 2.384891 -0.374495 -0.78 0.72 -0.62
H 2.587903 -0.928205 -0.356624 1.88 0.60 -0.35
H -2.295218 -1.309287 -1.061566 -0.31 -0.17 -0.26
H -2.700938 0.883281 -0.611932 -0.41 0.40 -0.02
```
Forces are in eV/Å.

energy relative to the best compared isomer or geometry (same formula, charge and spin)	4.10	kcal per mole
HOMO	-0.2973	Eh
multiplicity	1
HOMO-LUMO gap	8.611	eV
net charge	0

Here are the natural (NBO) charges for atoms 1 to 8, given in e: -0.34, -0.43, 0.05, 0.09, 0.05, 0.10, 0.13, 0.11

Entry 4:
The following is a quantum chemistry calculation of 2 unconnected molecules or ions with the total composition C2H5B, from the Open Molecules 2025 dataset.

Structure (XYZ):
```
8
Properties=species:S:1:pos:R:3:forces:R:3
B -0.876971 0.081532 0.249295 -0.54 0.22 -0.36
C 0.298409 -0.865653 -0.026759 -0.06 -1.79 0.88
C 0.565314 0.598779 0.299170 -0.41 1.50 0.22
H -2.954206 0.897537 -0.603671 1.73 -0.77 0.82
H 0.813698 -1.747954 0.462365 -0.90 1.45 0.05
H 0.319320 -1.100126 -1.053184 0.07 -0.14 -1.49
H 0.739630 1.271652 -0.557332 0.45 -0.27 0.50
H 1.094806 0.864235 1.230116 -0.34 -0.21 -0.62
```
Forces are in eV/Å.

energy relative to the best compared isomer or geometry (same formula, charge and spin)	112.08	kcal per mole
HOMO (alpha / beta)	-0.3631 / -0.3257	Eh
multiplicity	1
HOMO-LUMO gap (alpha / beta)	9.239 / 8.278	eV
net charge	0

Quick look at the natural (NBO) charges, all values in e: 0.74, -0.83, -0.83, -0.10, 0.27, 0.25, 0.25, 0.26

What is the net charge in the second record?
0